Here is a cluster of 2 separate species, C4H6BrNO2 in total at a distorted geometry from the OMol25 dataset. Energies are from wB97M-V/def2-TZVPD.

Its energy relative to the best compared isomer or geometry (same formula, charge and spin) is 378.4 kJ/mol. The calculation puts the HOMO energy (alpha / beta) at -7.940 / -9.294 eV. The value obtained for the molar mass is 180.00 g/mol. Its spin multiplicity is 3. As for the maximum force: 4.166 eV Å⁻¹. The calculation puts the lowest unoccupied orbital energy (alpha / beta) at 0.61 / -2.34 eV.

Each line ends with the natural charge from an NBO analysis.
CARTESIAN COORDINATES (ANGSTROEM)
C1 1.11 -0.20 -0.05  -0.414
C2 -0.02 -0.02 1.04  -0.440
C3 0.38 0.83 -0.86  -0.216
C4 -0.69 0.84 -0.05  -0.058
N1 -2.78 -2.41 -0.20  0.295
O1 -2.12 -1.98 0.68  -0.216
O2 -3.72 -1.60 -0.76  -0.592
Br1 -2.46 1.58 0.07  0.029
H1 2.15 -0.02 0.06  0.213
H2 0.95 -1.30 -0.37  0.211
H3 -0.60 -0.94 1.18  0.233
H4 0.09 0.58 1.94  0.223
H5 0.85 1.43 -1.66  0.222
H6 -3.86 -0.63 -0.53  0.510

***

Here is a structure of composition C28H25LuN4S8 at a distorted geometry from the OMol25 dataset. Energies are from wB97M-V/def2-TZVPD.

The calculation puts the HOMO energy at -5.074 eV. The value obtained for the molar mass is 849.04 g/mol. As for the maximum force: 4.057 eV Å⁻¹. The calculation puts the lowest unoccupied orbital energy at -1.53 eV.

Each line ends with the natural charge from an NBO analysis.
CARTESIAN COORDINATES (ANGSTROEM)
Lu1 0.00 0.00 0.00  1.239
S1 -0.68 0.12 2.66  -0.566
S2 -0.97 -1.57 3.72  -0.071
S3 -0.70 -3.22 2.52  -0.092
S4 -0.21 -2.66 0.64  -0.494
S5 3.23 -2.68 4.47  0.523
C1 4.47 -3.23 5.52  -0.412
C2 5.70 -2.76 5.14  -0.262
C3 5.62 -1.93 3.98  -0.223
C4 4.33 -1.79 3.49  -0.281
C5 3.86 -1.02 2.31  0.003
C6 2.53 -0.96 1.92  0.106
N1 2.07 -0.26 0.85  -0.505
C7 2.93 0.45 0.07  0.230
C8 4.30 0.44 0.40  -0.100
C9 5.23 1.15 -0.37  -0.161
C10 4.81 1.88 -1.47  -0.183
C11 3.45 1.90 -1.82  -0.102
C12 3.04 2.64 -2.95  -0.069
C13 1.70 2.70 -3.34  -0.023
C14 0.83 1.97 -2.54  0.061
N2 1.19 1.25 -1.45  -0.503
C15 2.50 1.19 -1.07  0.164
C16 1.21 3.46 -4.51  -0.262
C17 -0.09 3.59 -4.98  -0.234
C18 -0.19 4.41 -6.14  -0.249
C19 1.04 4.90 -6.53  -0.410
S6 2.29 4.36 -5.51  0.464
C20 4.74 -0.30 1.52  -0.120
H1 4.23 -3.87 6.35  0.244
H2 6.62 -2.99 5.67  0.227
H3 6.49 -1.47 3.54  0.214
H4 1.74 -1.48 2.45  0.253
H5 6.29 1.15 -0.12  0.221
H6 5.54 2.42 -2.06  0.219
H7 3.79 3.18 -3.52  0.209
H8 -0.24 1.93 -2.73  0.199
H9 -0.95 3.12 -4.53  0.217
H10 -1.11 4.64 -6.66  0.234
H11 1.26 5.54 -7.38  0.246
H12 5.81 -0.29 1.75  0.213
C21 -0.33 -2.21 -2.81  -0.723
S7 -1.22 -0.76 -2.18  0.245
C22 -2.49 -0.65 -3.46  -0.730
H13 0.06 -2.01 -3.81  0.210
H14 -1.00 -3.07 -2.84  0.223
H15 0.50 -2.43 -2.14  0.299
H16 -3.10 -1.56 -3.48  0.236
H17 -2.04 -0.49 -4.44  0.221
H18 -3.15 0.20 -3.25  0.223
N3 -4.54 5.73 0.60  -0.760
C23 -4.24 5.00 -0.52  0.103
S8 -5.01 5.48 -1.93  -0.128
C24 -3.27 3.86 -0.39  -0.068
C25 -2.93 3.08 -1.51  -0.165
C26 -2.03 2.04 -1.35  0.044
N4 -1.45 1.72 -0.17  -0.554
C27 -1.79 2.48 0.89  0.096
C28 -2.68 3.54 0.83  -0.221
H19 -5.20 6.50 0.50  0.420
H20 -4.17 5.59 1.53  0.395
H21 -3.34 3.26 -2.49  0.246
H22 -1.75 1.41 -2.19  0.211
H23 -1.31 2.20 1.83  0.254
H24 -2.88 4.08 1.75  0.221
H25 1.18 -1.11 -1.18  -0.463

***

Here is a cluster of 2 separate species, C4H11N3O2 in total at a distorted geometry from the OMol25 dataset. Energies are from wB97M-V/def2-TZVPD.

Its energy relative to the best compared isomer or geometry (same formula, charge and spin) is 191.5 kJ/mol. The calculation puts the HOMO energy at -8.321 eV. The value obtained for the molar mass is 133.15 g/mol. As for the maximum force: 2.815 eV Å⁻¹. The calculation puts the lowest unoccupied orbital energy at 0.50 eV. Its SMILES is CN=C(N)N.CC(=O)O.

Each line ends with the natural charge from an NBO analysis.
CARTESIAN COORDINATES (ANGSTROEM)
C1 -3.03 -0.98 1.16  -0.777
C2 -2.15 0.20 1.56  0.808
O1 -2.82 0.91 2.50  -0.715
O2 -1.08 0.49 1.13  -0.592
H1 -2.70 -1.97 1.59  0.257
H2 -2.72 -1.47 0.24  0.259
H3 -4.04 -0.94 1.55  0.255
C3 0.68 1.42 -1.67  -0.441
C4 2.11 -0.41 -1.28  0.577
N1 1.70 0.47 -2.08  -0.532
N2 1.55 -0.88 -0.11  -0.889
N3 3.35 -1.05 -1.55  -0.854
H4 -2.41 1.61 3.01  0.507
H5 1.98 -1.00 0.78  0.395
H6 0.54 -0.93 -0.09  0.400
H7 3.56 -1.06 -2.54  0.382
H8 3.72 -1.93 -1.24  0.381
H9 1.12 2.36 -1.97  0.198
H10 0.40 1.49 -0.61  0.195
H11 -0.23 1.18 -2.26  0.187

***

Here is an isolated molecule of C2H4INS at a distorted geometry from the OMol25 dataset. Energies are from wB97M-V/def2-TZVPD.

Its energy relative to the best compared isomer or geometry (same formula, charge and spin) is 148.5 kJ/mol. The calculation puts the HOMO energy at -9.040 eV. The value obtained for the molar mass is 201.03 g/mol. As for the maximum force: 7.672 eV Å⁻¹. The calculation puts the lowest unoccupied orbital energy at -0.32 eV. Its SMILES is CNC(=S)I.

Each line ends with the natural charge from an NBO analysis.
CARTESIAN COORDINATES (ANGSTROEM)
C1 -2.42 -0.78 0.16  -0.201
C2 0.15 -0.01 0.02  -0.417
N1 -1.16 0.33 0.31  -0.621
S1 -2.28 -2.37 0.06  0.095
I1 -4.25 0.37 -0.04  0.159
H1 0.37 -0.98 -0.16  0.219
H2 0.51 0.54 -0.82  0.190
H3 0.71 0.28 0.97  0.189
H4 -1.44 1.27 0.13  0.388

***

Here is a cluster of 4 separate species, C4H5NO in total at a distorted geometry from the OMol25 dataset. Energies are from wB97M-V/def2-TZVPD.

Its energy relative to the best compared isomer or geometry (same formula, charge and spin) is 466.3 kJ/mol. The calculation puts the HOMO energy at -10.495 eV. The value obtained for the molar mass is 83.09 g/mol. As for the maximum force: 4.919 eV Å⁻¹. The calculation puts the lowest unoccupied orbital energy at -0.14 eV.

Each line ends with the natural charge from an NBO analysis.
CARTESIAN COORDINATES (ANGSTROEM)
C1 1.43 -0.38 -0.93  -0.280
C2 0.26 -0.76 -0.43  -0.341
C3 -0.95 0.02 1.90  0.478
O1 -0.01 0.20 2.52  -0.495
C4 -0.98 -0.36 -1.04  0.250
N1 -1.94 0.08 -1.51  -0.294
H1 1.50 -0.03 -1.96  0.215
H2 -0.51 1.88 0.40  0.003
H3 2.34 -0.52 -0.36  0.211
H4 0.24 -1.40 0.45  0.243
H5 -1.37 1.27 0.97  0.010

***

Here is a cluster of 4 separate species, C25H49BrN3O11 in total at a distorted geometry from the OMol25 dataset. Energies are from wB97M-V/def2-TZVPD.

The calculation puts the HOMO energy at -12.322 eV. The value obtained for the molar mass is 647.58 g/mol. The charge is +1. As for the maximum force: 8.963 eV Å⁻¹. The calculation puts the lowest unoccupied orbital energy at -3.88 eV.

Each line ends with the Löwdin charge.
CARTESIAN COORDINATES (ANGSTROEM)
C1 0.39 -0.61 4.51  -0.139
C2 -0.70 -1.37 3.52  -0.223
C3 0.20 -2.40 2.58  -0.212
C4 0.64 -1.71 1.14  -0.155
C5 2.06 -0.90 1.19  -0.291
C6 2.80 -0.70 -0.28  -0.096
C7 2.31 0.67 -1.05  -0.283
C8 2.29 0.31 -2.66  -0.193
C9 1.04 -0.64 -3.14  -0.650
C10 -0.22 0.36 -3.46  -0.190
Br1 1.41 -1.64 -4.88  0.636
N1 1.02 1.26 -0.53  0.108
C11 1.04 1.36 1.01  -0.099
N2 0.19 2.19 1.73  0.092
C12 -0.84 3.08 1.07  -0.105
C13 -0.28 4.52 0.53  -0.141
O1 -0.62 4.63 -0.89  -0.119
C14 -2.02 5.03 -1.11  -0.228
O2 -2.53 6.16 -0.55  -0.023
C15 -3.10 4.19 -2.07  -0.124
C16 -2.29 2.99 -2.85  -0.149
N3 2.00 0.48 1.83  0.049
H1 1.45 -1.13 4.46  0.081
H2 0.50 0.50 4.14  0.034
H3 0.06 -0.59 5.63  0.079
H4 -1.48 -2.04 4.12  0.118
H5 -1.29 -0.62 2.82  0.098
H6 1.14 -2.83 3.13  0.107
H7 -0.47 -3.35 2.30  0.119
H8 -0.28 -1.09 0.78  0.111
H9 0.74 -2.61 0.36  0.129
H10 2.81 -1.57 1.83  0.167
H11 3.97 -0.60 -0.08  0.141
H12 2.64 -1.61 -1.01  0.116
H13 3.16 1.47 -0.88  0.155
H14 3.28 -0.32 -2.87  0.128
H15 2.38 1.28 -3.31  0.125
H16 0.74 -1.36 -2.27  0.100
H17 0.21 1.48 -3.48  0.072
H18 -0.69 0.19 -4.53  0.080
H19 -1.04 0.35 -2.60  0.079
H20 0.96 2.25 -0.89  0.139
H21 0.25 2.22 2.79  0.172
H22 -1.74 3.28 1.81  0.156
H23 -1.27 2.47 0.14  0.140
H24 -0.75 5.38 1.20  0.150
H25 0.89 4.59 0.70  0.148
H26 -3.93 3.68 -1.39  0.136
H27 -3.68 4.89 -2.81  0.137
H28 -1.54 2.48 -2.08  0.036
H29 -1.61 3.38 -3.74  0.104
H30 -3.03 2.13 -3.20  0.100
H31 2.96 0.91 1.86  0.151
C17 -0.91 3.65 7.36  -0.049
O3 -1.21 3.99 6.01  -0.029
C18 -2.34 4.73 5.86  -0.562
O4 -3.07 5.11 6.75  0.124
O5 -2.50 4.97 4.53  -0.036
C19 -3.65 5.75 4.22  -0.046
H32 0.01 3.06 7.37  0.093
H33 -0.74 4.56 7.96  0.103
H34 -1.71 3.05 7.80  0.102
H35 -3.59 6.74 4.68  0.105
H36 -4.57 5.23 4.53  0.103
H37 -3.69 5.88 3.13  0.090
C20 -4.80 -2.84 -2.85  -0.052
O6 -3.99 -4.00 -3.03  -0.003
C21 -2.66 -3.74 -3.13  -0.554
O7 -2.14 -2.63 -3.08  0.085
O8 -2.02 -4.92 -3.31  -0.001
C22 -0.60 -4.79 -3.43  -0.051
H38 -5.85 -3.16 -2.78  0.098
H39 -4.54 -2.33 -1.91  0.094
H40 -4.71 -2.16 -3.70  0.098
H41 -0.17 -4.36 -2.52  0.091
H42 -0.34 -4.19 -4.31  0.068
H43 -0.19 -5.80 -3.56  0.100
C23 4.20 -4.61 -4.86  -0.053
O9 3.54 -4.53 -3.60  -0.040
C24 4.16 -5.19 -2.59  -0.562
O10 5.20 -5.83 -2.69  0.119
O11 3.43 -5.03 -1.46  -0.029
C25 3.97 -5.68 -0.32  -0.051
H44 3.61 -4.04 -5.59  0.074
H45 5.20 -4.17 -4.80  0.102
H46 4.25 -5.65 -5.20  0.103
H47 4.96 -5.28 -0.08  0.100
H48 4.02 -6.77 -0.47  0.103
H49 3.31 -5.49 0.53  0.089

***

Here is a cluster of 2 separate species, C2H8N2O2 in total at a distorted geometry from the OMol25 dataset. Energies are from wB97M-V/def2-TZVPD.

Its energy relative to the best compared isomer or geometry (same formula, charge and spin) is 100.2 kJ/mol. The calculation puts the HOMO energy at -9.195 eV. The value obtained for the molar mass is 92.10 g/mol. As for the maximum force: 1.443 eV Å⁻¹. The calculation puts the lowest unoccupied orbital energy at 0.61 eV. Its SMILES is NC=O.NCO.

Each line ends with the natural charge from an NBO analysis.
CARTESIAN COORDINATES (ANGSTROEM)
N1 -1.35 1.30 0.59  -0.864
C1 -1.76 0.28 1.49  0.086
O1 -1.96 -1.02 0.93  -0.749
H1 -2.11 1.60 -0.02  0.362
H2 -0.49 1.12 0.07  0.389
H3 -2.74 0.59 1.85  0.165
H4 -1.07 0.15 2.32  0.143
H5 -1.30 -1.22 0.29  0.460
C2 1.98 0.10 -1.59  0.535
N2 2.19 -1.09 -0.93  -0.824
O2 1.05 0.84 -1.38  -0.610
H6 2.72 0.30 -2.37  0.116
H7 1.80 -1.34 -0.05  0.402
H8 3.02 -1.61 -1.20  0.389

***

Here is a cluster of 10 separate species, C25H73N3O16 in total at a distorted geometry from the OMol25 dataset. Energies are from wB97M-V/def2-TZVPD.

Its energy relative to the best compared isomer or geometry (same formula, charge and spin) is 0.0 kJ/mol. The calculation puts the HOMO energy at -9.439 eV. The value obtained for the molar mass is 671.86 g/mol. As for the maximum force: 2.069 eV Å⁻¹. The calculation puts the lowest unoccupied orbital energy at 0.14 eV. Its SMILES is COC[C@H](C)N.COC[C@H](C)N.COC[C@H](C)N.OCCO.OCCO.OCCO.OCCO.OCCO.OCCO.CO.

Each line ends with the Löwdin charge.
CARTESIAN COORDINATES (ANGSTROEM)
C1 -3.57 3.08 0.10  -0.208
C2 -2.08 3.31 0.28  -0.204
O1 -1.62 4.42 -0.50  -0.068
O2 -4.28 4.15 0.75  -0.061
H1 -3.81 2.14 0.59  0.116
H2 -3.76 3.10 -0.98  0.115
H3 -1.55 2.40 -0.01  0.110
H4 -1.81 3.35 1.34  0.105
H5 -1.75 5.20 0.05  0.118
H6 -5.01 3.72 1.20  0.079
C3 -3.71 -2.43 0.51  -0.225
C4 -3.18 -1.12 1.06  -0.240
O3 -2.57 -0.32 0.06  -0.073
O4 -4.68 -2.15 -0.49  -0.077
H7 -4.03 -3.04 1.36  0.128
H8 -2.91 -3.01 0.05  0.123
H9 -2.46 -1.28 1.87  0.113
H10 -4.05 -0.62 1.49  0.126
H11 -3.19 -0.31 -0.68  0.061
H12 -5.46 -2.70 -0.38  0.103
C5 2.18 -0.46 -0.79  -0.174
C6 0.74 -0.20 -0.35  -0.225
O5 0.23 -1.26 0.45  -0.083
O6 3.07 -0.36 0.35  -0.095
H13 2.53 0.27 -1.51  0.118
H14 2.24 -1.49 -1.16  0.112
H15 0.17 -0.21 -1.28  0.113
H16 0.63 0.76 0.15  0.097
H17 -0.69 -1.02 0.63  0.044
H18 3.53 -1.22 0.41  0.055
C7 6.42 -3.36 -0.89  -0.243
C8 4.92 -3.61 -0.75  -0.268
O7 4.40 -3.04 0.43  -0.111
O8 6.98 -4.15 -1.93  -0.060
H19 6.89 -3.62 0.07  0.124
H20 6.66 -2.32 -1.13  0.104
H21 4.81 -4.71 -0.70  0.107
H22 4.40 -3.31 -1.67  0.118
H23 3.41 -3.16 0.50  0.029
H24 6.69 -5.06 -1.80  0.080
C9 6.29 0.45 -0.84  -0.241
C10 5.91 1.87 -0.42  -0.206
O9 6.68 2.22 0.77  -0.093
O10 7.49 0.54 -1.62  -0.073
H25 5.48 0.03 -1.43  0.110
H26 6.49 -0.19 0.02  0.116
H27 4.88 2.03 -0.08  0.097
H28 6.22 2.66 -1.10  0.125
H29 6.24 1.76 1.50  0.081
H30 8.07 1.15 -1.15  0.082
C11 0.05 4.26 -3.46  -0.211
C12 0.89 3.09 -2.99  -0.219
O11 0.49 2.72 -1.66  -0.101
O12 -1.35 3.98 -3.26  -0.087
H31 0.20 4.45 -4.52  0.120
H32 0.29 5.18 -2.92  0.124
H33 1.95 3.33 -2.97  0.117
H34 0.80 2.19 -3.60  0.118
H35 -0.08 3.43 -1.36  0.029
H36 -1.48 4.11 -2.31  0.033
C13 2.09 3.10 1.47  -0.149
O13 3.01 2.05 1.78  -0.130
H37 1.71 3.54 2.39  0.069
H38 2.70 3.92 1.04  0.077
H39 1.32 2.89 0.74  0.054
H40 3.05 1.50 0.98  0.019
C14 1.04 -4.55 -1.15  -0.037
C15 1.03 -4.83 0.38  -0.388
C16 1.71 -6.18 0.64  -0.217
O14 0.88 -7.19 0.13  -0.171
C17 1.37 -8.46 0.40  -0.130
N1 1.82 -3.74 0.97  0.044
H41 0.42 -3.70 -1.41  0.071
H42 0.68 -5.45 -1.65  0.077
H43 2.07 -4.41 -1.45  0.068
H44 0.01 -4.91 0.76  0.138
H45 1.85 -6.29 1.73  0.128
H46 2.70 -6.17 0.18  0.126
H47 2.35 -8.62 -0.08  0.090
H48 0.72 -9.29 0.13  0.087
H49 1.58 -8.66 1.46  0.087
H50 1.66 -3.85 1.98  0.107
H51 1.34 -2.86 0.79  0.051
C18 -0.81 4.93 5.05  -0.065
C19 -1.92 4.33 4.22  -0.442
C20 -1.88 2.83 4.01  -0.221
O15 -0.68 2.46 3.36  -0.198
C21 -0.56 1.06 3.28  -0.087
N2 -3.18 4.70 4.89  0.024
H52 0.19 4.58 4.78  0.075
H53 -0.91 4.68 6.12  0.080
H54 -0.79 6.02 5.04  0.079
H55 -1.91 4.90 3.29  0.134
H56 -2.74 2.62 3.36  0.117
H57 -1.98 2.29 4.96  0.134
H58 0.27 0.79 2.62  0.083
H59 -1.42 0.63 2.75  0.074
H60 -0.43 0.60 4.26  0.097
H61 -3.95 4.16 4.47  0.066
H62 -3.27 4.24 5.80  0.073
C22 -6.65 -1.28 -2.80  -0.059
C23 -5.68 -0.24 -2.23  -0.435
C24 -4.38 -0.21 -3.03  -0.185
O16 -3.57 0.82 -2.43  -0.242
C25 -2.30 0.92 -3.05  -0.091
N3 -6.34 1.08 -2.26  0.041
H63 -6.22 -2.26 -2.57  0.068
H64 -6.70 -1.32 -3.89  0.081
H65 -7.65 -1.19 -2.39  0.080
H66 -5.40 -0.42 -1.19  0.107
H67 -4.54 0.07 -4.08  0.133
H68 -3.83 -1.15 -2.94  0.127
H69 -1.74 1.64 -2.46  0.062
H70 -2.36 1.29 -4.08  0.099
H71 -1.75 -0.03 -2.97  0.091
H72 -6.77 1.25 -3.17  0.069
H73 -5.56 1.75 -2.23  0.054